1.
Molecular formula: C4H4NOP
Method: DFT, wB97M-V/def2-TZVPD

Computed properties:
frontier orbital gap (spin up / spin down): 0.2732 / 0.2232 hartree
LUMO energy (spin up / spin down): -0.006 / -0.123 Eh
charge: 0
relative energy (zero: lowest compared OMol25 entry of this formula, charge and spin): 8.3 kcal/mol
E_tot: -17034.3968 eV
multiplicity: 3

```
11
C4H4NOP (wB97M-V/def2-TZVPD)
C 0.491 1.050 -0.111
C -0.544 -0.027 -0.032
C 1.728 0.424 -0.206
C 0.377 -1.254 -0.271
N 1.655 -0.922 -0.243
O -3.197 -0.264 0.663
P -2.511 0.420 -0.413
H 0.193 2.030 0.004
H -0.840 -0.041 1.109
H 2.783 0.734 -0.235
H -0.136 -2.150 -0.264
```

Atomic partial charges in e from the Mulliken method, atoms 1 to 2:
1 C -0.444
2 C 0.036

---

2.
Molecular formula: C35H56Cl2IrN2O2
Method: DFT, wB97M-V/def2-TZVPD

Computed properties:
frontier orbital gap (spin up / spin down): 0.3157 / 0.2565 hartree
LUMO energy (spin up / spin down): -0.173 / -0.282 Eh
charge: +2
E_tot: -72146.7263 eV
multiplicity: 6

```
98
C35H56Cl2IrN2O2 (wB97M-V/def2-TZVPD)
Ir -1.284 -1.788 0.456
C -3.912 -2.565 2.163
N -2.443 -2.665 2.249
C -2.057 -4.093 2.280
C -1.963 -1.968 3.466
C -1.584 -0.526 3.191
N -0.502 -0.422 2.195
C 0.772 -0.973 2.729
C 1.851 -1.133 1.693
C 3.006 -0.420 1.772
C 4.077 -0.645 0.870
C 3.923 -1.650 -0.111
C 2.806 -2.429 -0.238
C 1.707 -2.171 0.692
O 0.640 -2.860 0.650
C 2.676 -3.491 -1.328
C 1.483 -3.162 -2.247
C 3.927 -3.542 -2.211
C 2.500 -4.881 -0.686
C 5.360 0.150 0.927
C 5.373 1.168 2.067
C 5.520 0.901 -0.412
C 6.543 -0.820 1.114
C -0.277 0.992 1.819
C -1.164 1.594 0.762
C -1.871 2.730 0.996
C -2.469 3.450 -0.071
C -2.234 3.002 -1.384
C -1.508 1.881 -1.708
C -1.047 1.075 -0.589
O -0.589 -0.098 -0.744
C -1.315 1.533 -3.188
C -0.560 2.711 -3.841
C -2.695 1.381 -3.853
C -0.513 0.258 -3.474
C -3.295 4.696 0.155
C -2.603 5.880 -0.551
C -3.458 5.031 1.638
C -4.692 4.478 -0.461
H -4.372 -3.031 3.039
H -4.263 -3.090 1.275
H -4.224 -1.525 2.117
H -2.507 -4.597 3.141
H -0.973 -4.184 2.335
H -2.405 -4.585 1.372
H -1.114 -2.518 3.862
H -2.734 -1.986 4.239
H -1.283 -0.054 4.134
H -2.444 0.025 2.803
H 0.571 -1.951 3.158
H 1.135 -0.326 3.535
H 3.116 0.317 2.558
H 4.739 -1.809 -0.798
H 1.609 -2.178 -2.707
H 0.534 -3.180 -1.712
H 1.432 -3.905 -3.044
H 4.095 -2.597 -2.734
H 3.792 -4.317 -2.966
H 4.822 -3.799 -1.639
H 1.598 -4.943 -0.081
H 3.360 -5.125 -0.058
H 2.437 -5.634 -1.474
H 4.569 1.902 1.969
H 6.315 1.715 2.043
H 5.300 0.687 3.046
H 4.691 1.595 -0.575
H 5.570 0.215 -1.260
H 6.447 1.476 -0.390
H 6.446 -1.385 2.043
H 7.470 -0.246 1.159
H 6.630 -1.527 0.288
H 0.740 1.055 1.434
H -0.322 1.611 2.721
H -1.938 3.114 2.007
H -2.657 3.579 -2.196
H -1.114 3.648 -3.759
H -0.411 2.501 -4.902
H 0.420 2.851 -3.380
H -3.288 2.295 -3.800
H -3.268 0.575 -3.382
H -2.563 1.131 -4.907
H 0.481 0.288 -3.027
H -0.391 0.174 -4.555
H -1.023 -0.640 -3.124
H -1.589 6.027 -0.173
H -3.173 6.790 -0.361
H -2.551 5.739 -1.633
H -2.502 5.264 2.113
H -3.942 4.220 2.189
H -4.091 5.913 1.734
H -4.641 4.269 -1.531
H -5.286 5.382 -0.326
H -5.213 3.651 0.029
Cl -3.772 -0.501 -0.419
C -4.177 -1.913 -1.410
Cl -2.831 -3.081 -1.365
H -4.322 -1.602 -2.435
H -5.063 -2.388 -1.007
```

Atomic partial charges in e from the Mulliken method, atoms 1 to 2:
1 Ir 3.283
2 C -1.317